[1]
This record from OMol25 describes 2 unconnected molecules or ions with the total composition C10H21N2 in a non-equilibrium geometry. The level of theory is ωB97M-V with the def2-TZVPD basis set.

Geometry as XYZ:
```
33
Properties=species:S:1:pos:R:3:forces:R:3
H 2.120 2.299 -0.632 2.0853 2.6749 -0.5220
H 0.798 0.362 1.922 1.3617 0.2647 0.2681
H -3.465 -1.744 1.525 -0.7594 -1.2456 -0.1729
H 2.411 1.304 1.965 -0.2695 1.3982 0.6990
H 1.329 -3.236 -1.059 -2.0314 0.4180 0.8469
H 0.599 1.912 -0.017 -0.0298 0.0317 -0.2933
C -2.985 2.210 -0.952 -2.8819 1.0523 -0.3494
N -2.172 -0.331 -0.693 0.6811 -1.1266 -3.4536
C 2.087 0.377 0.171 -0.6321 -0.5611 -2.0646
H -1.961 -1.115 2.074 0.4753 -0.2487 0.4390
H -2.748 -0.804 -1.551 1.3832 1.2794 2.7943
H -0.168 -2.843 -1.940 0.3181 0.1615 0.4834
C 3.606 0.453 -0.057 -0.7265 0.1105 -0.5425
H -4.073 2.153 -1.452 2.3580 -0.2438 1.0558
H 2.479 -0.308 2.177 0.4276 -1.6571 0.6343
C 1.533 -0.956 -0.456 4.0382 1.0529 2.8178
H -1.020 -0.553 -0.765 -1.9133 0.0207 0.6746
H 3.827 0.611 -1.125 0.2224 -0.2551 0.4620
H 1.073 1.275 -1.566 -0.0420 -0.2796 -1.1496
H 3.950 1.304 0.517 0.2834 0.3156 -0.1137
C -2.680 1.024 -0.179 -0.7362 -2.3184 0.2784
H 2.507 -1.559 -0.466 -1.7800 -0.5144 -0.6933
C -2.827 -0.025 0.577 0.2004 1.1854 0.6629
C 1.448 1.546 -0.616 -2.3403 -1.7937 2.8271
C 1.903 0.418 1.688 -2.3315 0.2530 -1.5054
H 4.096 -0.411 0.364 0.3519 -0.4311 -0.1599
H -3.488 -0.382 2.671 0.3562 -0.1146 -0.8561
H -2.277 2.337 -1.735 0.6156 0.1702 -0.6261
C 0.267 -2.773 -0.910 -0.4236 -2.5805 -2.1533
H -0.525 -3.436 -0.359 1.8858 1.4945 -0.1612
H -3.037 3.128 -0.353 0.2163 -0.3213 0.0101
N 0.365 -1.379 -0.579 -0.4115 0.0703 0.1003
C -2.971 -0.861 1.811 0.0484 1.7377 -0.2368
```
Positions in Å, forces in eV/Å.

charge = +1
orbital gap = 10.4 eV
LUMO = -2.75 eV
strongest force on any atom = 5.0 eV Å⁻¹
energy = -13680.2288 eV
energy relative to the best compared isomer or geometry (same formula, charge and spin) = 339.0 kJ/mol

natural (NBO) population analysis, charges in e, atoms 1 to 4:
1 H 0.220
2 H 0.205
3 H 0.249
4 H 0.226

---

[2]
This record from OMol25 describes C10H21N3O4 in the gas phase in a non-equilibrium geometry. The level of theory is ωB97M-V with the def2-TZVPD basis set.

Geometry as XYZ:
```
38
Properties=species:S:1:pos:R:3:forces:R:3
N -2.472 -2.258 0.566 0.3815 -2.2862 0.4244
H -2.549 1.843 1.332 1.3776 -0.8471 -0.5835
H 0.208 -2.000 -0.307 0.8778 -0.1882 -2.8958
H -4.117 0.144 1.261 1.3948 -0.3443 -1.4558
C -2.054 0.912 0.884 -2.6880 1.7669 -1.7741
H 1.996 -2.596 0.286 1.9189 0.7554 -0.1416
H -1.616 -2.164 1.130 -0.8414 0.2816 -0.8930
C 2.205 -1.800 -0.488 -0.8504 2.3833 1.1155
C 1.357 1.874 -0.884 0.1605 -1.1365 -0.3851
H 4.133 -1.584 -0.742 2.7319 0.5262 2.5573
H 0.846 -0.456 0.416 -1.1134 0.3386 1.2904
O 4.036 -0.490 1.176 -2.8963 1.9028 1.6525
C 0.949 -2.083 -1.266 -2.4461 -2.7316 0.7460
C -1.130 1.196 -0.384 -4.3978 9.5051 3.8496
O 2.476 0.608 2.529 0.1890 -0.4902 0.2624
C 1.859 -0.334 0.163 2.0068 -0.6368 0.9324
N -0.046 3.484 0.052 -0.2590 5.6147 -2.7209
H 2.459 0.364 -1.728 -0.0354 0.5739 1.2652
H -2.726 -3.260 0.368 0.7131 1.8666 0.3229
H 0.909 -3.349 -1.405 -0.0118 3.8003 -0.5833
H -3.995 -1.799 -0.582 -0.0061 0.9105 -0.3792
H 3.009 0.527 3.393 -0.3612 -0.1003 -2.3980
H 0.615 -1.373 -2.140 0.7613 -1.7559 1.5945
H -1.943 1.955 -0.974 2.6122 -2.5680 0.6150
O 3.382 -1.684 -1.237 -3.6214 -1.5605 -2.4687
H 0.977 4.074 0.083 -3.6447 -2.7491 -0.0583
H -0.978 0.293 -0.652 1.7205 -5.7168 -3.2362
C 2.896 -0.014 1.393 2.3160 -2.5883 -1.4281
H -0.442 3.890 -0.963 1.3551 -1.6779 3.3926
H -2.512 -0.869 -1.171 -0.0758 -1.3174 0.0240
C 0.068 2.077 0.048 3.3052 -0.7396 -0.1320
H 0.327 1.816 1.126 -0.0130 -0.0921 -1.2792
C -3.076 -1.273 -0.294 0.6729 1.0774 1.7519
O 1.794 2.704 -1.667 -0.9526 -0.1129 0.5765
H -1.605 0.383 1.686 0.7433 -0.6392 0.6569
H -3.891 0.439 -0.560 0.8910 1.4675 1.7510
C -3.325 0.146 0.405 -2.3581 -1.8481 -0.6788
N 1.976 0.655 -0.853 0.4430 -0.6438 -1.2893
```
Positions in Å, forces in eV/Å.

SMILES = C[C@@H](O)[C@H](NC(=O)[C@@H](N)CCCCN)C(=O)O
orbital gap = 9.1 eV
LUMO = 0.25 eV
strongest force on any atom = 11.2 eV Å⁻¹
energy = -23365.6544 eV
energy relative to the best compared isomer or geometry (same formula, charge and spin) = 627.5 kJ/mol

natural (NBO) population analysis, charges in e, atoms 1 to 4:
1 N -0.897
2 H 0.223
3 H 0.204
4 H 0.207

---

[3]
This record from OMol25 describes 3 unconnected molecules or ions with the total composition C10H21N3O4 in a non-equilibrium geometry. The level of theory is ωB97M-V with the def2-TZVPD basis set.

Geometry as XYZ:
```
38
Properties=species:S:1:pos:R:3:forces:R:3
C -1.368 0.542 0.026 2.5206 -2.2077 -1.7503
H -2.156 -4.105 0.037 -2.1476 0.2990 -0.1889
O 1.171 -1.319 0.413 -1.0178 -2.0230 -3.5276
H -0.057 2.320 1.167 0.9220 -0.2954 0.6715
H 0.879 -1.163 -0.688 1.1318 0.4464 4.4273
C -1.175 -4.241 -0.285 -0.8587 -3.7331 -4.3917
C -1.158 1.758 -0.890 1.0073 -2.8592 -2.2906
C -1.043 -1.945 -0.197 -1.8975 0.8702 0.5881
H -0.767 -4.385 0.659 1.6206 0.0367 0.7748
H 3.651 0.343 2.608 -4.6792 3.2985 -0.4787
H -1.173 -3.117 -3.315 -1.8214 1.7129 3.6358
H 1.569 0.782 0.423 -0.3316 1.7551 -3.1790
H 0.274 -2.996 -1.364 1.1426 -0.3760 -1.2417
H 0.855 3.719 0.728 0.4715 -0.9600 -0.2821
N -1.659 2.978 -0.507 -0.6687 4.4626 6.5493
C 0.438 1.626 -1.472 -5.4435 2.3527 -3.3652
H -1.842 1.655 -1.752 0.4776 -1.3659 -0.2961
O -1.631 -2.648 -2.437 3.5521 -3.2868 -1.2214
H 1.511 0.650 2.830 1.8444 0.4071 -0.3749
N 2.377 1.248 2.702 1.0387 -2.3084 0.3968
H 0.464 0.813 -2.360 0.3679 1.5132 2.7252
C 0.194 -2.255 0.718 -1.4813 4.7486 -1.1232
O -1.502 0.410 1.216 -0.4761 0.5885 -0.7824
H -2.584 2.624 0.261 3.6884 2.0543 -2.5082
O 0.135 -3.075 1.544 1.8673 -0.5681 2.5214
H 1.725 3.236 2.805 0.2522 -0.3243 -0.6076
H 3.007 2.853 1.555 -0.8930 0.2779 0.3475
C 1.323 1.751 -0.339 2.6183 -2.6428 3.3125
N -0.981 -0.627 -0.833 0.9850 0.3676 5.9382
H -0.725 3.706 0.227 -4.1364 -2.9223 -2.6086
H 2.159 2.086 -0.917 1.8314 0.1464 0.9628
H -1.166 -5.301 -0.779 0.1238 1.9738 0.4123
C 0.977 2.591 0.880 -1.0046 1.6907 -0.3536
H 0.523 2.655 -2.121 -0.2226 -2.1826 1.4973
C -0.765 -3.041 -1.184 -3.4684 0.2049 0.0071
H -1.388 -0.596 -1.674 -1.7846 -0.0868 -3.9847
C 2.021 2.543 1.985 2.2263 -1.1468 0.6294
H -2.112 -2.074 0.331 2.6430 0.0820 -0.8407
```
Positions in Å, forces in eV/Å.

orbital gap = 8.7 eV
LUMO = 0.18 eV
strongest force on any atom = 8.0 eV Å⁻¹
energy = -23359.8188 eV
energy relative to the best compared isomer or geometry (same formula, charge and spin) = 1190.5 kJ/mol

natural (NBO) population analysis, charges in e, atoms 1 to 4:
1 C 0.705
2 H 0.215
3 O -0.710
4 H 0.230

---

[4]
This record from OMol25 describes 2 unconnected molecules or ions with the total composition C10H21N3O5S2 in a non-equilibrium geometry. The level of theory is ωB97M-V with the def2-TZVPD basis set.

Geometry as XYZ:
```
41
Properties=species:S:1:pos:R:3:forces:R:3
H -1.954 0.521 1.217 0.0059 -0.0813 -0.1995
C 2.063 -1.135 -0.392 -0.2466 -0.7103 1.9654
N 2.503 0.284 -0.517 -0.7655 -0.8121 -1.9313
N -0.928 -2.357 2.862 0.2860 -0.0370 0.1532
O -1.302 -1.216 3.204 -0.3438 0.4331 -0.3623
H 0.986 -1.261 -0.510 0.0525 0.3459 -0.1270
H 4.890 1.510 0.380 -0.2220 0.2853 0.0271
H 3.463 -1.354 1.221 -0.0209 -0.0211 0.0513
H -2.451 2.854 -0.606 -0.0061 0.2053 0.1071
H -2.762 -1.414 0.457 0.2271 0.5023 0.2308
H 4.379 -0.561 -0.613 -0.1220 -0.0529 0.0764
H -4.362 0.445 -0.159 0.0188 0.0069 -0.2007
C 3.869 0.287 -1.074 0.9779 0.0658 1.0070
H 4.298 2.445 -1.071 -0.1361 0.0656 0.2876
C -2.016 2.559 0.359 0.1722 -0.7856 -1.2019
H -1.963 -1.003 -1.052 0.1404 0.4658 0.1717
H -0.030 2.440 1.159 0.3400 -0.0913 -0.1404
O -3.684 -3.008 -1.434 0.4106 -0.2955 0.7088
C 1.633 1.040 -1.255 -0.1247 1.1598 -0.2441
H 2.544 -1.761 -1.145 0.0847 0.3303 -0.2426
H -3.315 0.971 -1.282 0.2451 -0.0016 0.0809
C 4.701 1.512 -0.693 0.3107 -0.5416 -0.5130
O -1.351 -2.857 1.781 -0.2441 0.1499 -0.3368
H -0.201 3.446 -0.319 0.3790 -0.1169 -0.0869
H -3.113 -3.321 -0.709 0.1468 -0.1358 -0.2734
O -4.869 -1.216 -1.792 -1.7699 1.4143 -0.9220
S 2.038 1.988 -2.524 -0.0607 0.1800 -0.0003
H -2.313 3.320 1.076 0.1981 -0.0219 0.1214
H 3.892 0.077 -2.146 -0.3904 0.2826 -0.0469
S -0.150 1.050 -0.849 0.2715 -0.4716 0.2296
C 2.436 -1.667 1.006 0.6604 0.2194 -0.4695
O -0.138 -2.982 3.570 -0.0439 -0.1558 -0.1845
H 5.673 1.381 -1.178 -0.0003 0.0618 0.0526
C -3.924 -1.709 -1.292 1.0673 -0.6776 0.4771
C -2.654 1.205 0.732 0.0453 1.0468 1.3684
N -3.363 0.492 -0.379 0.0884 -0.6488 0.1821
C -2.902 -0.912 -0.512 -0.1678 -1.4115 -0.2269
C -0.475 2.514 0.168 -0.8129 0.1451 0.4662
H -3.418 1.413 1.481 -0.0780 -0.1731 -0.0311
H 1.816 -1.264 1.804 -0.2271 -0.1253 -0.1206
H 2.453 -2.755 1.024 -0.3458 0.0030 0.0969
```
Positions in Å, forces in eV/Å.

orbital gap = 7.3 eV
LUMO = -0.49 eV
strongest force on any atom = 2.4 eV Å⁻¹
energy = -47083.4886 eV
energy relative to the best compared isomer or geometry (same formula, charge and spin) = 0.0 kJ/mol

natural (NBO) population analysis, charges in e, atoms 1 to 4:
1 H 0.285
2 C -0.222
3 N -0.440
4 N 0.713

---

Question: What is the formula in the first record?
Answer: C10H21N2

---

Question: Which value of energy relative to the best compared isomer or geometry (same formula, charge and spin) does entry 1 give?
Answer: 339.0 kJ/mol

---

Please write out number 1 again, unchanged.
This record from OMol25 describes 2 unconnected molecules or ions with the total composition C10H21N2 in a non-equilibrium geometry. The level of theory is ωB97M-V with the def2-TZVPD basis set.

Geometry as XYZ:
```
33
Properties=species:S:1:pos:R:3:forces:R:3
H 2.120 2.299 -0.632 2.0853 2.6749 -0.5220
H 0.798 0.362 1.922 1.3617 0.2647 0.2681
H -3.465 -1.744 1.525 -0.7594 -1.2456 -0.1729
H 2.411 1.304 1.965 -0.2695 1.3982 0.6990
H 1.329 -3.236 -1.059 -2.0314 0.4180 0.8469
H 0.599 1.912 -0.017 -0.0298 0.0317 -0.2933
C -2.985 2.210 -0.952 -2.8819 1.0523 -0.3494
N -2.172 -0.331 -0.693 0.6811 -1.1266 -3.4536
C 2.087 0.377 0.171 -0.6321 -0.5611 -2.0646
H -1.961 -1.115 2.074 0.4753 -0.2487 0.4390
H -2.748 -0.804 -1.551 1.3832 1.2794 2.7943
H -0.168 -2.843 -1.940 0.3181 0.1615 0.4834
C 3.606 0.453 -0.057 -0.7265 0.1105 -0.5425
H -4.073 2.153 -1.452 2.3580 -0.2438 1.0558
H 2.479 -0.308 2.177 0.4276 -1.6571 0.6343
C 1.533 -0.956 -0.456 4.0382 1.0529 2.8178
H -1.020 -0.553 -0.765 -1.9133 0.0207 0.6746
H 3.827 0.611 -1.125 0.2224 -0.2551 0.4620
H 1.073 1.275 -1.566 -0.0420 -0.2796 -1.1496
H 3.950 1.304 0.517 0.2834 0.3156 -0.1137
C -2.680 1.024 -0.179 -0.7362 -2.3184 0.2784
H 2.507 -1.559 -0.466 -1.7800 -0.5144 -0.6933
C -2.827 -0.025 0.577 0.2004 1.1854 0.6629
C 1.448 1.546 -0.616 -2.3403 -1.7937 2.8271
C 1.903 0.418 1.688 -2.3315 0.2530 -1.5054
H 4.096 -0.411 0.364 0.3519 -0.4311 -0.1599
H -3.488 -0.382 2.671 0.3562 -0.1146 -0.8561
H -2.277 2.337 -1.735 0.6156 0.1702 -0.6261
C 0.267 -2.773 -0.910 -0.4236 -2.5805 -2.1533
H -0.525 -3.436 -0.359 1.8858 1.4945 -0.1612
H -3.037 3.128 -0.353 0.2163 -0.3213 0.0101
N 0.365 -1.379 -0.579 -0.4115 0.0703 0.1003
C -2.971 -0.861 1.811 0.0484 1.7377 -0.2368
```
Positions in Å, forces in eV/Å.

charge = +1
orbital gap = 10.4 eV
LUMO = -2.75 eV
strongest force on any atom = 5.0 eV Å⁻¹
energy = -13680.2288 eV
energy relative to the best compared isomer or geometry (same formula, charge and spin) = 339.0 kJ/mol

natural (NBO) population analysis, charges in e, atoms 1 to 4:
1 H 0.220
2 H 0.205
3 H 0.249
4 H 0.226

---

Question: Among the records above, which one has the lowest orbital gap?
Answer: C10H21N3O5S2